83
Properties=species:S:1:pos:R:3:mulliken_spin:R:1 method="wB97M-V/def2-TZVPD" homo_lumo_gap_ev="7.5 / 6.2" total_charge=0 spin_multiplicity=4 e_lumo_ev="0.20 / -2.33"
Pd -0.37 -0.17 -0.29 1.2863
C 0.47 5.67 -3.95 -0.0001
C 0.63 5.66 -2.45 0.0007
C 1.55 6.47 -1.81 -0.0005
C 1.68 6.43 -0.43 -0.0001
Cl 2.87 7.44 0.34 0.0000
C 0.89 5.60 0.33 0.0004
C -0.04 4.77 -0.30 -0.0056
C -0.17 4.81 -1.67 0.0037
O -1.05 4.05 -2.39 0.0012
C -1.98 3.26 -1.67 0.0043
C -1.34 2.00 -1.12 -0.0302
O -1.29 1.79 0.12 0.1389
O -0.86 1.16 -1.93 0.1778
H 1.15 6.40 -4.40 0.0000
H -0.55 5.92 -4.23 0.0000
H 0.68 4.69 -4.36 0.0000
H 2.17 7.14 -2.39 0.0000
H 1.00 5.57 1.41 0.0001
H -0.64 4.10 0.30 0.0007
H -2.74 2.97 -2.39 -0.0009
H -2.45 3.83 -0.86 0.0011
Cl -4.04 -3.03 -2.62 0.0024
C -2.63 -2.13 -3.21 -0.0041
Cl -1.69 -3.17 -4.28 0.0024
Cl -3.17 -0.69 -4.09 -0.0004
C -1.78 -1.64 -2.00 0.2174
O -0.56 -1.85 -2.03 0.0970
O -2.39 -1.01 -1.10 0.1048
C 1.91 -3.82 -0.88 0.0030
Si 1.69 -3.36 0.92 0.0472
C 3.09 -2.22 1.45 0.0089
C 1.76 -4.90 1.99 0.0294
Ge -0.42 -2.26 1.20 0.5319
Si -2.03 -4.05 1.07 -0.0022
C -3.79 -3.40 1.01 0.0099
C -1.95 -5.25 2.52 0.0231
C -1.61 -4.99 -0.50 0.0222
Si -1.18 -1.04 3.15 0.1629
C -2.93 -0.45 2.84 0.0023
C -1.09 -2.22 4.61 0.0653
C -0.12 0.44 3.55 -0.0063
H 2.96 -4.11 -1.03 -0.0027
H 1.67 -3.00 -1.55 0.0007
H 1.28 -4.67 -1.15 0.0007
H 4.03 -2.77 1.41 0.0018
H 2.96 -1.86 2.47 0.0012
H 3.18 -1.36 0.78 0.0014
H 2.74 -5.37 1.88 0.0048
H 1.00 -5.63 1.69 -0.0032
H 1.61 -4.67 3.05 0.0029
H -4.16 -3.22 2.02 -0.0002
H -4.43 -4.16 0.55 0.0010
H -3.89 -2.48 0.42 -0.0040
H -2.54 -4.90 3.37 0.0014
H -0.94 -5.46 2.87 -0.0036
H -2.39 -6.19 2.19 0.0008
H -1.30 -4.35 -1.32 -0.0056
H -2.48 -5.56 -0.83 0.0004
H -0.81 -5.71 -0.30 0.0004
H -3.66 -1.24 3.00 -0.0003
H -3.05 -0.07 1.82 -0.0010
H -3.16 0.37 3.53 0.0000
H -1.80 -3.04 4.53 -0.0143
H -1.32 -1.65 5.51 0.0083
H -0.09 -2.65 4.72 -0.0033
H -0.18 1.21 2.77 0.0025
H 0.93 0.19 3.73 0.0021
H -0.50 0.88 4.48 0.0026
S 3.14 2.53 1.08 0.0059
C 2.08 1.19 0.99 0.0106
N 1.65 0.86 -0.19 0.0903
C 2.19 1.72 -1.16 0.0035
C 2.00 1.61 -2.54 -0.0042
C 2.62 2.53 -3.35 -0.0006
C 3.44 3.54 -2.82 0.0000
C 3.66 3.64 -1.46 0.0013
C 3.03 2.71 -0.64 0.0011
H 1.78 0.65 1.88 0.0024
H 1.36 0.84 -2.94 -0.0003
H 2.48 2.47 -4.42 0.0000
H 3.91 4.25 -3.48 -0.0002
H 4.29 4.41 -1.05 0.0005

***

87
Properties=species:S:1:pos:R:3:lowdin_charge:R:1 method="wB97M-V/def2-TZVPD" homo_lumo_gap_ev=8.5 relative_energy_kcal_mol=0.0 total_charge=0 e_lumo_ev=0.15
Na 1.84 -0.84 -0.47 0.3080
C -3.15 -4.71 -0.55 -0.0362
C -3.34 -3.76 0.61 -0.4091
C -4.41 -2.72 0.36 -0.0467
O -2.07 -3.14 0.98 -0.1656
P -1.22 -2.05 0.24 0.4660
O 0.23 -2.28 0.37 -0.2624
C -1.72 -0.52 1.06 -0.1936
P -0.95 1.01 0.48 0.4721
O 0.48 0.84 0.20 -0.2413
O -1.34 2.11 1.53 -0.1769
C -0.64 2.48 2.77 -0.3930
C -0.97 1.48 3.86 -0.0438
C 0.85 2.66 2.56 -0.0405
O -1.77 1.44 -0.80 -0.1661
C -3.13 1.95 -0.75 -0.4282
C -3.89 1.28 -1.86 -0.0310
C -3.07 3.46 -0.89 -0.0348
O -1.76 -1.99 -1.23 -0.1864
C -0.87 -1.89 -2.41 -0.3925
C -1.72 -1.39 -3.54 -0.0217
C -0.23 -3.23 -2.69 -0.0223
H -4.06 -5.30 -0.68 0.0889
H -2.32 -5.40 -0.35 0.0924
H -2.95 -4.18 -1.47 0.0694
H -3.59 -4.32 1.51 0.1415
H -4.18 -2.12 -0.53 0.0711
H -4.53 -2.06 1.22 0.0821
H -5.36 -3.22 0.18 0.0906
H -1.45 -0.65 2.11 0.0603
H -2.81 -0.42 1.01 0.0724
H -1.09 3.44 3.00 0.1436
H -0.48 0.52 3.68 0.0461
H -2.04 1.33 3.94 0.0869
H -0.59 1.86 4.81 0.0900
H 1.34 1.70 2.37 0.0584
H 1.27 3.10 3.46 0.0925
H 1.05 3.32 1.72 0.0574
H -3.56 1.69 0.22 0.1315
H -3.45 1.54 -2.83 0.0870
H -4.93 1.60 -1.85 0.0896
H -3.86 0.19 -1.75 0.0672
H -2.61 3.72 -1.84 0.0651
H -2.48 3.90 -0.09 0.0685
H -4.08 3.87 -0.87 0.0905
H -0.10 -1.16 -2.16 0.1107
H -2.55 -2.08 -3.72 0.0919
H -1.10 -1.34 -4.44 0.0809
H -2.11 -0.40 -3.33 0.0636
H -0.98 -3.96 -3.01 0.0848
H 0.30 -3.61 -1.82 0.0791
H 0.49 -3.08 -3.50 0.0881
N 0.75 -1.79 3.17 0.1738
C 1.83 -1.00 3.31 -0.4482
N 2.04 -0.42 4.50 0.1736
C 3.13 0.34 4.55 -0.4580
N 3.36 1.00 5.71 0.1569
N 4.02 0.50 3.56 0.1747
C 3.71 -0.13 2.44 -0.2758
N 2.62 -0.86 2.23 0.1905
C 4.66 -0.02 1.30 -0.2024
C 5.91 0.57 1.46 -0.0096
C 6.74 0.64 0.36 -0.0561
C 6.30 0.15 -0.86 -0.0422
C 5.03 -0.41 -0.92 -0.0992
N 4.24 -0.51 0.14 0.1115
H 0.29 -2.11 4.00 0.1115
H 0.69 -2.31 2.30 0.0685
H 2.81 0.76 6.51 0.0983
H 4.26 1.44 5.83 0.1000
H 6.19 0.96 2.42 0.1042
H 7.73 1.09 0.44 0.1076
H 6.92 0.20 -1.75 0.1067
H 4.62 -0.78 -1.86 0.1023
Br 0.64 4.53 -1.16 0.7642
C 0.42 3.25 -2.54 -0.6544
C -0.51 3.48 -3.54 -0.2214
N -0.74 2.61 -4.51 0.0780
C -0.04 1.48 -4.51 -0.0896
C 0.92 1.16 -3.55 -0.0960
C 1.16 2.08 -2.54 -0.0611
C 1.62 -0.20 -3.57 -0.6480
O 1.34 -0.95 -4.51 0.0032
O 2.38 -0.44 -2.59 -0.0791
H -1.09 4.40 -3.55 0.0969
H -0.23 0.77 -5.30 0.1147
H 1.89 1.87 -1.77 0.1083

***

80
Properties=species:S:1:pos:R:3:lowdin_charge:R:1 method="wB97M-V/def2-TZVPD" homo_lumo_gap_ev=6.9 relative_energy_kcal_mol=44.1 total_charge=+2 e_lumo_ev=-6.71
Ce 1.24 -8.11 16.50 0.9073
C 4.30 -7.13 14.80 -0.0251
N 3.80 -8.34 15.57 -0.2911
C 3.99 -9.55 14.65 -0.1428
C 2.81 -9.72 13.74 -0.1727
C 1.87 -10.86 14.13 -0.1560
N 1.43 -10.72 15.57 -0.0109
C 1.28 -11.78 16.27 -0.0385
C 0.68 -11.82 17.65 -0.1096
C 0.56 -13.11 18.28 0.0047
C 0.08 -13.07 19.57 -0.0747
C -0.40 -11.95 20.25 -0.0313
C -0.35 -10.72 19.58 0.0211
C 0.19 -10.70 18.29 -0.2537
O 0.25 -9.47 17.63 -0.3193
C 4.59 -8.54 16.73 -0.2538
C 4.24 -9.76 17.57 -0.1378
C 3.72 -9.45 19.01 -0.1384
N 2.73 -8.33 18.85 0.0083
C 2.77 -7.46 19.75 -0.0737
C 1.83 -6.32 19.93 -0.0876
C 1.71 -5.80 21.23 -0.0204
C 0.79 -4.84 21.57 -0.0900
C -0.02 -4.35 20.63 -0.0313
C 0.01 -4.90 19.27 0.0201
C 0.94 -5.83 18.88 -0.3256
O 0.97 -6.40 17.69 -0.3038
H 5.36 -7.15 14.80 0.0860
H 4.01 -6.29 15.42 0.0905
H 3.92 -7.21 13.78 0.0969
H 4.13 -10.37 15.34 0.1049
H 4.93 -9.40 14.07 0.1499
H 3.18 -10.02 12.73 0.1432
H 2.28 -8.79 13.60 0.0772
H 2.35 -11.81 13.89 0.1312
H 0.97 -10.80 13.59 0.0813
H 1.59 -12.72 15.85 0.1297
H 0.92 -14.02 17.77 0.1299
H 0.08 -14.01 20.17 0.1244
H -0.60 -11.92 21.27 0.0990
H -0.75 -9.78 20.07 0.1469
H 4.54 -7.59 17.32 0.1424
H 5.64 -8.55 16.44 0.1383
H 5.04 -10.47 17.58 0.1243
H 3.29 -10.17 17.14 0.0857
H 4.63 -9.20 19.63 0.1419
H 3.25 -10.31 19.44 0.1094
H 3.52 -7.56 20.54 0.1356
H 2.36 -6.26 22.05 0.1486
H 0.69 -4.42 22.55 0.1181
H -0.57 -3.49 20.76 0.0885
H -0.66 -4.56 18.43 0.1274
C -0.57 -8.92 12.17 -0.0891
N -1.21 -7.74 12.63 -0.2041
C -1.11 -6.65 11.60 -0.0441
C -1.62 -7.51 13.86 -0.7484
S -1.15 -8.60 15.08 0.7878
N -2.60 -6.56 14.09 -0.1979
C -3.77 -6.43 13.20 0.0039
C -2.84 -6.05 15.39 -0.0861
H -0.69 -8.98 11.04 0.1301
H -0.91 -9.87 12.61 0.0890
H 0.51 -8.82 12.33 0.0757
H -0.07 -6.45 11.23 0.1078
H -1.57 -5.70 11.85 0.0738
H -1.65 -6.99 10.70 0.1003
H -3.55 -6.92 12.27 0.0862
H -3.97 -5.39 12.99 0.1023
H -4.55 -6.86 13.73 0.0781
H -2.94 -4.96 15.32 0.1087
H -1.99 -6.30 16.03 0.0467
H -3.69 -6.57 15.87 0.1143
N 0.89 -3.69 15.85 0.1183
C 0.71 -4.27 14.63 -0.8263
N 0.40 -3.49 13.60 0.1223
S 0.84 -5.93 14.41 0.7531
H 1.02 -2.65 15.95 0.1543
H 0.87 -4.32 16.70 0.0957
H 0.08 -2.55 13.65 0.1121
H 0.19 -3.89 12.68 0.1109

***

81
Properties=species:S:1:pos:R:3:mulliken_spin:R:1 method="wB97M-V/def2-TZVPD" homo_lumo_gap_ev="5.4 / 7.8" relative_energy_kcal_mol=0.0 total_charge=+1 spin_multiplicity=7 e_lumo_ev="-4.82 / -2.49"
Eu -1.12 -1.09 0.73 6.4302
C -0.94 -1.21 3.63 -0.1103
C -1.52 0.08 3.41 -0.0429
C -3.12 -1.51 2.94 -0.0352
C -1.95 -2.18 3.36 -0.0617
C -2.86 -0.11 2.96 -0.1360
C 0.42 -1.49 4.14 0.0064
H 1.10 -0.67 3.90 -0.0014
H 0.83 -2.41 3.67 -0.0050
H 0.44 -1.64 5.23 -0.0113
C -1.80 -3.65 3.48 0.0101
H -0.79 -3.92 3.81 -0.0006
H -1.99 -4.16 2.52 -0.0060
H -2.51 -4.07 4.22 -0.0055
C -4.41 -2.15 2.62 0.0032
H -4.92 -2.53 3.53 -0.0021
H -4.27 -3.02 1.95 -0.0027
H -5.10 -1.45 2.13 0.0000
C -3.85 0.96 2.71 0.0172
H -4.49 1.14 3.59 -0.0142
H -4.52 0.69 1.88 -0.0055
H -3.36 1.90 2.45 -0.0014
C -0.87 1.38 3.68 0.0024
H -1.12 1.74 4.70 0.0001
H -1.21 2.15 2.97 0.0007
H 0.22 1.31 3.62 -0.0015
C 3.85 1.34 -2.56 0.0000
C 4.30 1.91 -1.43 -0.0004
C 4.49 3.39 -1.21 0.0000
C 3.50 4.33 -1.98 0.0000
C 2.08 3.89 -1.95 -0.0006
C 1.44 3.18 -2.91 0.0010
C 2.12 2.52 -4.07 -0.0001
C 3.60 2.06 -3.84 0.0000
H 5.53 3.66 -1.49 0.0000
H 3.87 4.47 -3.01 0.0000
H 4.40 3.63 -0.14 -0.0002
H 4.26 2.92 -3.95 0.0000
H 3.79 0.25 -2.63 0.0000
H 4.71 1.26 -0.63 0.0000
H 3.84 1.36 -4.66 0.0000
H 1.54 1.63 -4.38 0.0000
H 0.35 3.20 -2.97 -0.0002
H 2.09 3.21 -4.93 0.0000
H 3.56 5.31 -1.50 0.0000
H 1.52 4.30 -1.10 0.0001
P 1.45 0.04 0.35 -0.0056
C 2.49 -1.19 -0.51 -0.0022
C 2.51 1.33 1.06 0.0003
P -1.17 1.52 -0.62 0.0016
C 0.53 0.84 -1.07 -0.0044
C -0.88 3.30 -0.37 -0.0001
C -2.04 1.42 -2.23 -0.0031
H 1.87 -2.00 -0.92 0.0009
H 3.19 -1.62 0.22 -0.0001
H 3.05 -0.72 -1.33 -0.0001
H 3.06 1.87 0.27 -0.0019
H 3.23 0.87 1.74 0.0002
H 1.91 2.06 1.62 -0.0005
H -1.48 1.95 -3.01 0.0001
H -3.04 1.86 -2.11 -0.0001
H -2.17 0.36 -2.52 0.0005
H 0.43 0.13 -1.91 0.0018
H 1.16 1.67 -1.42 0.0046
H -1.86 3.80 -0.25 0.0001
H -0.34 3.75 -1.20 -0.0005
H -0.31 3.44 0.57 -0.0004
F 0.42 -3.21 -2.43 0.0004
C -0.36 -4.27 -2.06 -0.0031
F -0.93 -4.77 -3.19 -0.0003
F 0.48 -5.21 -1.56 0.0000
C -1.39 -3.81 -1.02 -0.0037
O -0.75 -3.10 -0.04 -0.0171
C -2.48 -2.97 -1.75 0.0093
F -3.39 -3.72 -2.40 -0.0002
F -3.15 -2.19 -0.81 0.0013
F -1.94 -2.07 -2.64 -0.0003
C -2.13 -5.04 -0.40 -0.0034
F -2.49 -5.94 -1.35 -0.0001
F -1.35 -5.66 0.52 -0.0002
F -3.26 -4.65 0.26 -0.0002

***

78
Properties=species:S:1:pos:R:3:mulliken_spin:R:1 method="wB97M-V/def2-TZVPD" homo_lumo_gap_ev="7.2 / 6.0" total_charge=0 spin_multiplicity=4 e_lumo_ev="0.11 / -1.17"
Mn 1.32 0.14 0.48 1.9943
C 1.17 -1.18 4.58 -0.0017
C 0.80 -0.29 3.35 0.0141
O 1.32 -0.72 2.25 0.0560
C 0.16 0.92 3.57 -0.0234
C -0.07 1.86 2.58 0.0420
C -0.81 3.09 2.95 -0.0079
N 0.37 1.73 1.36 0.0194
N 0.04 2.73 0.46 -0.0125
C 0.41 2.35 -0.76 0.0787
O 1.07 1.23 -1.04 -0.0181
C 0.20 3.33 -1.81 0.0060
C -0.75 4.31 -1.57 -0.0053
C -1.10 5.20 -2.54 -0.0012
C -0.42 5.16 -3.74 0.0024
C 0.54 4.17 -3.99 -0.0013
C 0.84 3.21 -3.02 -0.0004
H 1.13 -2.19 4.23 -0.0008
H 0.53 -1.06 5.48 -0.0002
H 2.22 -0.92 4.81 0.0001
H -0.16 1.17 4.55 -0.0002
H -1.04 3.11 4.00 -0.0002
H -1.80 3.07 2.45 0.0010
H -0.35 4.01 2.61 0.0003
H -1.25 4.28 -0.64 -0.0018
H -1.93 5.88 -2.40 -0.0001
H -0.68 5.85 -4.55 0.0002
H 0.89 4.07 -5.03 -0.0001
H 1.46 2.38 -3.15 0.0025
C 4.04 0.18 1.71 0.0171
N 3.46 0.66 0.51 -0.0454
C 3.46 2.05 0.40 0.0232
C 4.08 -0.01 -0.63 -0.0158
C 3.41 -1.35 -0.75 0.0102
C 4.17 -2.46 -1.13 -0.0141
C 3.58 -3.70 -1.25 0.0222
C 2.29 -3.88 -0.84 0.0140
C 1.49 -2.84 -0.43 0.0592
C 2.06 -1.54 -0.41 -0.1714
H 5.09 0.43 1.71 -0.0034
H 3.88 -0.89 1.82 -0.0004
H 3.52 0.67 2.54 0.0008
H 4.47 2.52 0.34 -0.0001
H 2.87 2.47 1.23 0.0008
H 3.03 2.31 -0.60 -0.0006
H 5.17 0.02 -0.52 -0.0006
H 3.85 0.61 -1.51 -0.0013
H 5.21 -2.32 -1.46 -0.0009
H 4.14 -4.56 -1.62 0.0011
H 1.87 -4.91 -0.85 0.0003
H 0.53 -2.97 0.02 -0.0046
C -2.82 -0.33 2.93 0.0101
Si -3.04 -1.27 1.34 -0.0289
C -4.74 -0.93 0.65 -0.0009
C -2.86 -3.09 1.76 0.0326
As -1.36 -0.84 -0.34 0.9072
Si -2.27 -1.94 -2.22 -0.0271
C -0.89 -2.65 -3.17 0.0127
C -3.60 -3.22 -2.02 -0.0007
C -3.07 -0.47 -3.17 0.0355
H -3.68 -0.61 3.58 -0.0011
H -2.73 0.76 2.74 0.0002
H -1.87 -0.64 3.35 -0.0020
H -5.62 -1.33 1.21 0.0003
H -4.82 -1.23 -0.39 0.0058
H -4.85 0.15 0.76 0.0091
H -3.55 -3.45 2.48 0.0043
H -1.87 -3.29 2.19 0.0025
H -3.00 -3.65 0.85 0.0015
H -0.41 -3.43 -2.69 0.0030
H -0.20 -1.80 -3.10 0.0010
H -1.17 -2.84 -4.18 0.0013
H -3.19 -4.14 -1.61 -0.0001
H -3.91 -3.47 -3.02 -0.0004
H -4.46 -3.05 -1.36 0.0007
H -2.45 0.41 -3.36 -0.0042
H -4.03 -0.16 -2.79 0.0003
H -3.31 -0.89 -4.14 0.0047

***

79
Properties=species:S:1:pos:R:3:mulliken_spin:R:1 method="wB97M-V/def2-TZVPD" homo_lumo_gap_ev="7.5 / 7.6" relative_energy_kcal_mol=18.5 total_charge=+1 spin_multiplicity=3 e_lumo_ev="-2.24 / -2.81"
W -0.79 1.89 -0.25 1.7368
N -0.24 3.07 -1.97 -0.0017
C -0.04 4.49 -1.60 -0.0043
C 0.83 4.61 -0.33 0.0150
N 1.09 3.29 0.31 -0.0282
C 2.48 2.78 0.01 -0.0038
C 3.15 3.11 -1.31 -0.0002
N 2.48 2.61 -2.52 0.0021
C 1.01 3.39 1.79 0.0114
C -0.37 3.83 2.26 -0.0089
N -1.37 3.52 1.22 0.0211
H 0.65 2.73 -2.39 0.0184
H -0.99 2.98 -2.64 0.0163
H -1.02 4.92 -1.44 -0.0022
H 0.43 5.02 -2.43 -0.0003
H 0.33 5.25 0.39 0.0015
H 1.77 5.11 -0.55 -0.0006
H 2.43 1.70 0.16 -0.0043
H 3.14 3.18 0.78 0.0003
H 4.17 2.72 -1.21 0.0000
H 3.27 4.19 -1.43 -0.0008
H 2.60 1.60 -2.59 0.0002
H 2.91 3.01 -3.34 -0.0001
H 1.78 4.07 2.17 0.0113
H 1.25 2.39 2.17 -0.0098
H -0.40 4.89 2.50 0.0016
H -0.63 3.30 3.18 -0.0004
H -1.59 4.33 0.66 0.0054
H -2.29 3.26 1.60 -0.0063
C 1.13 -5.60 2.06 0.0000
C 0.21 -4.52 2.63 0.0026
C 0.59 -4.27 4.10 0.0003
C -1.24 -5.02 2.56 -0.0001
C 0.33 -3.20 1.87 -0.0049
C -0.45 -2.11 2.24 -0.0012
C -0.31 -0.94 1.54 0.0295
Br -1.47 0.51 2.00 -0.0049
C 0.56 -0.72 0.47 0.0412
O 0.65 0.52 -0.07 0.0922
C 1.31 -1.83 0.05 -0.0139
C 1.16 -3.02 0.78 0.0049
C 2.22 -1.92 -1.18 0.0044
C 2.42 -0.60 -1.92 -0.0121
C 3.61 -2.43 -0.78 0.0007
C 1.57 -2.90 -2.18 -0.0002
H 1.01 -6.51 2.65 0.0000
H 2.18 -5.30 2.11 0.0000
H 0.88 -5.83 1.03 0.0000
H 0.51 -5.20 4.67 -0.0001
H -0.06 -3.54 4.57 -0.0001
H 1.62 -3.92 4.18 0.0002
H -1.33 -5.96 3.10 -0.0001
H -1.54 -5.19 1.52 0.0002
H -1.94 -4.31 3.00 0.0001
H -1.16 -2.17 3.05 0.0006
H 1.74 -3.87 0.44 0.0000
H 2.91 0.13 -1.27 0.0010
H 1.47 -0.18 -2.26 0.0041
H 3.06 -0.78 -2.78 0.0009
H 4.07 -1.76 -0.06 0.0000
H 4.25 -2.47 -1.66 -0.0001
H 3.58 -3.43 -0.35 -0.0002
H 0.58 -2.55 -2.48 0.0008
H 1.46 -3.90 -1.75 0.0001
H 2.19 -2.99 -3.07 0.0000
O -4.11 2.62 0.75 0.0033
C -3.66 2.18 -0.29 -0.0271
O -2.55 2.69 -0.84 0.0134
C -4.25 1.08 -1.08 0.0303
C -5.64 0.97 -1.15 -0.0056
C -6.22 0.01 -1.95 0.0165
C -5.41 -0.88 -2.65 -0.0111
C -4.03 -0.80 -2.55 0.0252
C -3.43 0.17 -1.76 -0.0209
S -1.67 0.04 -1.56 0.0585
H -6.24 1.68 -0.59 0.0001
H -7.30 -0.06 -2.02 0.0011
H -5.86 -1.64 -3.28 -0.0003
H -3.41 -1.52 -3.07 0.0015

***

In order of appearance, E_tot = -6796.122085, -5458.120523, -2858.279425, -3420.274394, -5334.522350, -4537.973096 Eh.